Entry 1:
Here is 2 unconnected molecules or ions with the total composition C2H5IO2 at a distorted geometry from OMol25. Energies are from ωB97M-V/def2-TZVPD.

Its spin multiplicity is 3. The value obtained for the HOMO-LUMO gap (alpha / beta) is 8.1 / 7.0 eV. The value obtained for the electronic energy is -14346.3358 eV.

Each line ends with the Löwdin spin population.
Element x y z (Å)
C -1.05 0.27 -0.14  0.00
C -0.62 -1.17 -0.11  0.00
O 0.50 -1.55 -0.24  0.01
O 2.83 0.29 1.16  0.64
I 4.37 -0.02 -0.07  1.34
H -0.24 0.61 -0.77  0.00
H -2.03 0.34 -0.56  0.00
H -1.01 0.72 0.75  0.00
H 2.69 -0.59 1.60  0.01
H -1.59 -1.90 -0.12  0.00

Entry 2:
Here is 2 unconnected molecules or ions with the total composition C11H15N at a distorted geometry from OMol25. Energies are from ωB97M-V/def2-TZVPD.

The value obtained for the HOMO-LUMO gap is 8.7 eV. Its SMILES is Cc1c[nH]c2ccccc12.CC. The value obtained for the electronic energy is -13137.8599 eV.

Each line ends with the Mulliken charge.
Element x y z (Å)
C 0.73 1.66 2.47  -1.08
C 0.76 1.40 1.05  0.44
C 0.59 2.41 0.10  -0.74
N 0.51 1.79 -1.16  -0.10
C 0.86 0.43 -1.13  0.14
C 1.03 -0.57 -2.08  -0.74
C 1.39 -1.83 -1.65  -0.06
C 1.74 -2.22 -0.27  -0.94
C 1.37 -1.19 0.62  -0.17
C 1.02 0.14 0.30  0.78
H 1.55 1.17 2.94  0.27
H -0.22 1.07 2.63  0.23
H 0.41 2.65 2.97  0.31
H 0.47 3.52 0.26  0.35
H 0.61 2.26 -1.98  0.20
H 0.84 -0.45 -3.34  0.10
H 1.51 -2.68 -2.47  0.20
H 2.13 -3.20 0.02  0.39
H 1.49 -1.40 1.63  0.44
C -4.36 -1.17 0.01  -0.78
C -3.34 -0.71 0.99  -0.54
H -4.06 -0.86 -1.05  0.22
H -4.42 -2.23 0.22  0.26
H -5.48 -0.76 0.14  0.22
H -2.59 -1.53 1.13  0.22
H -2.76 0.20 0.61  0.13
H -3.81 -0.32 2.00  0.26

Entry 3:
Here is C3H7NOS in the gas phase at a distorted geometry from OMol25. Energies are from ωB97M-V/def2-TZVPD.

The value obtained for the HOMO-LUMO gap is 10.4 eV. Its SMILES is C=C(C)[S@H](=N)=O. The value obtained for the electronic energy is -17593.2856 eV.

Each line ends with the Mulliken charge.
Element x y z (Å)
C -0.70 -1.23 0.63  -0.79
C -0.39 -0.03 0.17  0.44
C -1.28 1.17 -0.19  -1.08
S 1.42 0.19 -0.17  0.73
N 2.22 -1.10 -0.26  -0.62
O 2.13 1.27 0.43  -0.58
H -0.13 -2.02 1.00  0.33
H -1.84 -1.59 0.69  0.19
H -2.25 0.91 -0.71  0.34
H -1.21 1.82 0.72  0.31
H -0.66 1.67 -0.82  0.36
H 1.16 0.82 -1.38  0.13
H 1.53 -1.87 -0.11  0.24

Q: Which value of electronic energy does entry 2 give?
A: -13137.8599 eV

Repeat the second record exactly.
Here is 2 unconnected molecules or ions with the total composition C11H15N at a distorted geometry from OMol25. Energies are from ωB97M-V/def2-TZVPD.

The value obtained for the HOMO-LUMO gap is 8.7 eV. Its SMILES is Cc1c[nH]c2ccccc12.CC. The value obtained for the electronic energy is -13137.8599 eV.

Each line ends with the Mulliken charge.
Element x y z (Å)
C 0.73 1.66 2.47  -1.08
C 0.76 1.40 1.05  0.44
C 0.59 2.41 0.10  -0.74
N 0.51 1.79 -1.16  -0.10
C 0.86 0.43 -1.13  0.14
C 1.03 -0.57 -2.08  -0.74
C 1.39 -1.83 -1.65  -0.06
C 1.74 -2.22 -0.27  -0.94
C 1.37 -1.19 0.62  -0.17
C 1.02 0.14 0.30  0.78
H 1.55 1.17 2.94  0.27
H -0.22 1.07 2.63  0.23
H 0.41 2.65 2.97  0.31
H 0.47 3.52 0.26  0.35
H 0.61 2.26 -1.98  0.20
H 0.84 -0.45 -3.34  0.10
H 1.51 -2.68 -2.47  0.20
H 2.13 -3.20 0.02  0.39
H 1.49 -1.40 1.63  0.44
C -4.36 -1.17 0.01  -0.78
C -3.34 -0.71 0.99  -0.54
H -4.06 -0.86 -1.05  0.22
H -4.42 -2.23 0.22  0.26
H -5.48 -0.76 0.14  0.22
H -2.59 -1.53 1.13  0.22
H -2.76 0.20 0.61  0.13
H -3.81 -0.32 2.00  0.26

Q: Which of these has the highest electronic energy?
A: C11H15N

Copy entry 3 word for word.
Here is C3H7NOS in the gas phase at a distorted geometry from OMol25. Energies are from ωB97M-V/def2-TZVPD.

The value obtained for the HOMO-LUMO gap is 10.4 eV. Its SMILES is C=C(C)[S@H](=N)=O. The value obtained for the electronic energy is -17593.2856 eV.

Each line ends with the Mulliken charge.
Element x y z (Å)
C -0.70 -1.23 0.63  -0.79
C -0.39 -0.03 0.17  0.44
C -1.28 1.17 -0.19  -1.08
S 1.42 0.19 -0.17  0.73
N 2.22 -1.10 -0.26  -0.62
O 2.13 1.27 0.43  -0.58
H -0.13 -2.02 1.00  0.33
H -1.84 -1.59 0.69  0.19
H -2.25 0.91 -0.71  0.34
H -1.21 1.82 0.72  0.31
H -0.66 1.67 -0.82  0.36
H 1.16 0.82 -1.38  0.13
H 1.53 -1.87 -0.11  0.24